Record 1
# C23H66N9O7P3S

4 unconnected molecules or ions with the total composition C23H66N9O7P3S (the ωB97M-V functional and the def2-TZVPD basis, OMol25).

Summary:
Highest occupied orbital energy = -8.1 eV
Strongest force on any atom = 7.4 eV/Å
Energy relative to the best compared isomer or geometry (same formula, charge and spin) = 580.8 kJ/mol
HOMO-LUMO gap = 8.00 eV
Multiplicity = 1

Atoms and positions in Å:
C 0.87 2.49 1.22
N -0.53 2.55 0.90
C -0.83 2.48 -0.53
P -1.84 2.70 1.98
O -2.51 1.40 1.61
N -1.40 2.28 3.59
C -0.09 2.45 4.17
C -2.04 1.11 4.16
N -1.49 4.38 2.36
C -2.58 4.96 3.19
C -1.29 5.31 1.24
H 1.21 3.26 1.91
H 1.51 2.61 0.35
H 1.13 1.51 1.65
H -1.09 3.47 -0.93
H -1.67 1.82 -0.73
H 0.01 2.10 -1.11
H 0.60 1.65 3.86
H -0.15 2.42 5.26
H 0.35 3.42 3.93
H -1.59 0.17 3.79
H -3.11 1.09 3.94
H -1.95 1.12 5.25
H -3.52 5.02 2.63
H -2.31 5.97 3.52
H -2.75 4.37 4.08
H -2.12 5.30 0.53
H -0.37 5.09 0.70
H -1.17 6.32 1.62
C 4.31 -4.01 0.50
N 2.92 -3.77 0.15
C 2.64 -3.73 -1.28
P 1.60 -3.50 1.21
O 0.76 -4.69 0.81
N 1.93 -4.06 2.80
C 3.24 -4.13 3.42
C 1.10 -5.16 3.31
N 2.25 -1.94 1.71
C 1.28 -1.19 2.55
C 2.66 -0.99 0.66
H 4.68 -3.28 1.23
H 4.96 -3.90 -0.37
H 4.45 -5.02 0.89
H 2.51 -2.70 -1.64
H 1.73 -4.28 -1.52
H 3.45 -4.18 -1.87
H 3.81 -5.01 3.08
H 3.14 -4.20 4.51
H 3.83 -3.23 3.25
H 1.41 -6.12 2.89
H 0.06 -5.00 3.07
H 1.17 -5.21 4.40
H 0.40 -0.91 1.97
H 1.73 -0.28 2.95
H 0.95 -1.77 3.41
H 1.86 -0.79 -0.05
H 3.54 -1.35 0.12
H 2.96 -0.05 1.12
C 0.94 1.70 -6.48
N 1.11 2.72 -5.46
C 0.03 3.69 -5.36
P 2.44 2.93 -4.40
O 1.72 2.84 -3.08
N 3.38 1.50 -4.26
C 3.52 0.48 -5.29
C 3.43 0.87 -2.94
N 3.52 3.46 -5.69
C 4.81 3.93 -5.12
C 3.04 4.53 -6.58
H 1.82 1.60 -7.12
H 0.13 1.95 -7.15
H 0.71 0.73 -6.03
H 0.30 4.65 -5.83
H -0.23 3.89 -4.32
H -0.88 3.34 -5.85
H 2.66 -0.19 -5.33
H 4.40 -0.14 -5.08
H 3.70 0.91 -6.27
H 2.52 0.30 -2.72
H 3.58 1.61 -2.16
H 4.28 0.18 -2.89
H 4.68 4.83 -4.51
H 5.51 4.16 -5.92
H 5.27 3.17 -4.50
H 2.73 5.42 -6.04
H 2.22 4.19 -7.21
H 3.84 4.81 -7.27
C -2.91 -4.74 2.16
O -2.89 -3.33 2.37
C -3.43 -2.62 1.26
C -4.20 -1.40 1.80
O -5.61 -1.55 1.77
C -6.07 -2.48 2.72
C -7.58 -2.62 2.50
S -8.01 -4.09 1.57
O -9.26 -3.83 0.89
O -8.10 -5.22 2.45
H -2.06 -5.02 1.53
H -2.78 -5.18 3.15
H -3.85 -5.04 1.69
H -2.58 -2.24 0.69
H -4.12 -3.21 0.65
H -3.81 -1.09 2.77
H -3.97 -0.59 1.11
H -5.54 -3.44 2.70
H -5.94 -2.05 3.73
H -8.12 -2.65 3.44
H -7.89 -1.78 1.89
H -7.07 -4.27 0.59

---

Record 2
# C3H15NO3

4 unconnected molecules or ions with the total composition C3H15NO3 (the ωB97M-V functional and the def2-TZVPD basis, OMol25).

Summary:
Highest occupied orbital energy = -9.0 eV
Strongest force on any atom = 1.5 eV/Å
Energy relative to the best compared isomer or geometry (same formula, charge and spin) = 128.8 kJ/mol
HOMO-LUMO gap = 9.56 eV
Multiplicity = 1

Atoms and positions in Å:
C 0.30 0.15 -1.99
N 0.90 -0.10 -0.67
C 1.80 -1.25 -0.70
C 1.28 1.11 0.03
H 0.56 -0.63 -2.70
H 0.57 1.15 -2.34
H -0.78 0.07 -1.93
H 2.40 -1.21 0.21
H 1.21 -2.16 -0.75
H 2.58 -1.19 -1.48
H 1.37 0.94 1.11
H 0.43 1.78 -0.11
H 2.27 1.51 -0.22
O -2.43 1.75 0.28
H -2.78 0.91 0.59
H -1.66 1.88 0.85
O -1.34 -1.19 0.67
H -1.47 -1.92 0.06
H -0.48 -0.77 0.45
O -1.37 -0.08 3.13
H -1.05 -0.56 2.34
H -2.31 -0.20 3.18

---

Record 3
# C50H74BrCeN2O3

A molecular structure, C50H74BrCeN2O3 (the ωB97M-V functional and the def2-TZVPD basis, OMol25).

Summary:
Highest occupied orbital energy (alpha / beta) = -6.7 / -6.7 eV
Strongest force on any atom = 3.0 eV/Å
Energy relative to the best compared isomer or geometry (same formula, charge and spin) = 77.5 kJ/mol
HOMO-LUMO gap (alpha / beta) = 5.82 / 5.82 eV
Multiplicity = 2

Atoms and positions in Å:
Ce -0.65 -0.64 -1.02
C -2.69 -2.07 0.57
C -1.82 -2.21 1.66
C -0.60 -2.87 1.19
C -0.94 -3.26 -0.16
C -2.26 -2.86 -0.47
C -3.07 -3.57 -1.52
C -3.93 -4.57 -0.69
C -2.24 -4.40 -2.55
C -4.08 -2.66 -2.23
C 0.58 -3.47 1.93
C 1.81 -3.40 0.94
C 0.34 -4.98 2.13
C 1.05 -2.88 3.27
C -2.30 -1.96 3.10
C -3.59 -1.16 3.02
C -1.36 -1.13 4.01
C -2.61 -3.30 3.77
H -3.66 -1.56 0.56
H -0.32 -3.92 -0.77
H -3.30 -5.28 -0.17
H -4.45 -5.22 -1.47
H -4.58 -4.06 0.00
H -1.50 -4.93 -1.94
H -1.78 -3.69 -3.15
H -2.90 -5.05 -3.14
H -4.73 -2.09 -1.59
H -4.71 -3.36 -2.86
H -3.54 -1.98 -2.91
H 1.52 -3.71 -0.05
H 2.53 -4.07 1.39
H 2.15 -2.31 0.95
H 0.22 -5.59 1.19
H -0.44 -5.20 2.85
H 1.28 -5.43 2.52
H 1.18 -1.81 3.14
H 2.05 -3.38 3.40
H 0.32 -3.08 4.02
H -3.54 -0.32 2.32
H -3.87 -0.75 4.05
H -4.43 -1.84 2.75
H -0.78 -0.38 3.47
H -0.74 -1.81 4.59
H -1.98 -0.61 4.68
H -3.18 -3.98 3.10
H -3.27 -3.00 4.62
H -1.79 -3.82 4.26
C 6.55 -2.34 -4.00
C 5.81 -3.12 -2.99
C 5.82 -4.59 -3.36
C 6.50 -2.86 -1.58
C 4.35 -2.56 -2.88
C 3.19 -3.38 -3.03
C 1.93 -2.91 -2.62
N 1.69 -1.66 -2.19
C 2.76 -0.83 -2.19
C 4.05 -1.24 -2.51
C 2.55 0.55 -1.82
C 3.66 1.45 -1.67
C 3.47 2.82 -1.79
C 2.10 3.23 -1.76
C 1.12 2.30 -1.81
N 1.26 0.99 -1.75
C 4.63 3.86 -1.96
C 5.47 3.84 -0.65
C 4.05 5.22 -2.10
C 5.49 3.49 -3.18
H 7.51 -2.86 -4.16
H 6.74 -1.33 -3.64
H 5.97 -2.27 -4.87
H 6.88 -4.92 -3.49
H 5.37 -4.77 -4.35
H 5.22 -5.14 -2.59
H 7.46 -3.48 -1.42
H 5.81 -3.23 -0.79
H 6.77 -1.79 -1.52
H 3.24 -4.35 -3.51
H 1.10 -3.60 -2.87
H 4.91 -0.66 -2.31
H 4.63 1.08 -1.36
H 1.80 4.26 -1.77
H 0.12 2.69 -1.86
H 4.81 3.94 0.21
H 6.21 4.65 -0.48
H 6.00 2.89 -0.52
H 3.47 5.42 -1.16
H 3.40 5.33 -2.99
H 4.89 5.94 -2.10
H 5.95 2.49 -3.10
H 6.22 4.27 -3.34
H 4.67 3.41 -3.97
C -1.01 5.48 4.35
C -2.41 4.99 3.99
C -3.04 4.12 5.09
C -3.37 6.15 3.68
C -2.20 4.04 2.77
C -1.14 3.14 2.67
C -1.07 2.22 1.66
Br 0.59 1.22 1.52
C -2.13 2.02 0.76
O -1.98 1.01 -0.10
C -3.20 3.01 0.78
C -3.23 3.94 1.78
C -4.35 2.96 -0.22
C -3.93 3.12 -1.70
C -5.04 1.60 -0.07
C -5.36 4.10 0.00
H -0.97 6.40 4.96
H -0.44 5.62 3.45
H -0.51 4.69 4.99
H -2.99 4.56 6.07
H -2.37 3.24 5.19
H -4.01 3.71 4.88
H -3.35 6.75 4.61
H -4.35 5.84 3.46
H -3.01 6.81 2.88
H -0.34 3.16 3.39
H -4.07 4.62 1.77
H -3.22 2.35 -2.05
H -3.51 4.08 -1.95
H -4.81 2.96 -2.27
H -4.26 0.77 -0.26
H -5.83 1.53 -0.86
H -5.59 1.49 0.84
H -4.75 5.06 0.02
H -5.86 4.01 0.99
H -6.03 4.28 -0.89
O -0.99 -1.52 -3.42
C -1.52 -0.42 -3.82
O -1.79 0.48 -2.96
H -1.59 -0.22 -4.94

---

Record 4
# C14H33CaCl2FLiN5O10S

A molecular structure, C14H33CaCl2FLiN5O10S (the ωB97M-V functional and the def2-TZVPD basis, OMol25).

Summary:
Highest occupied orbital energy = -4.5 eV
Strongest force on any atom = 6.5 eV/Å
HOMO-LUMO gap = 1.43 eV
Multiplicity = 1

Atoms and positions in Å:
C -4.22 5.07 -3.82
C -2.87 4.42 -4.36
C -2.67 2.94 -3.81
N -2.80 2.89 -2.35
C -3.91 2.30 -1.88
N -3.84 2.39 -0.42
C -2.63 3.05 -0.22
N -2.17 3.35 0.98
C -0.93 4.07 1.31
C 0.24 3.02 1.55
N -1.98 3.33 -1.38
C -0.69 3.96 -1.72
O 0.33 3.34 -2.03
O -0.67 5.26 -1.71
H -4.18 5.10 -2.70
H -4.38 6.10 -4.26
H -5.10 4.46 -4.16
H -3.01 4.36 -5.48
H -1.98 5.08 -4.16
H -1.69 2.56 -4.20
H -3.52 2.35 -4.24
H -4.70 1.85 -2.54
H -2.74 3.05 1.77
H -0.65 4.89 0.61
H -1.08 4.58 2.35
H 0.42 2.95 2.67
H -0.09 1.99 1.24
H 1.21 3.33 1.10
Cl -0.22 5.91 3.05
Li 2.00 7.11 3.96
Ca -5.59 1.14 -0.04
O -7.34 3.44 -3.82
H -7.24 4.40 -3.74
F -1.73 0.92 -1.15
C 0.92 -2.48 -0.11
C 1.00 -0.99 0.12
O 0.37 -0.78 1.39
S 0.62 -2.06 2.33
O 1.72 -1.77 3.19
O -0.64 -2.51 2.81
O 1.12 -3.07 1.18
H -0.08 -2.77 -0.46
H 1.67 -2.84 -0.81
H 0.51 -0.42 -0.66
H 2.04 -0.66 0.21
O 0.05 2.91 5.54
H 0.00 3.58 4.81
H 0.97 2.82 5.88
H -0.31 2.04 5.26
C 4.78 -4.10 2.58
O 3.50 -4.03 3.20
H 5.23 -5.07 2.81
H 4.67 -4.01 1.49
H 5.43 -3.30 2.95
H 3.13 -3.17 2.97
C 5.23 -6.78 -0.20
O 6.10 -6.48 0.59
N 4.28 -7.72 0.00
C 3.27 -8.02 -0.99
C 4.26 -8.44 1.27
H 5.15 -6.30 -1.19
H 2.28 -7.83 -0.57
H 3.34 -9.08 -1.27
H 3.40 -7.41 -1.88
H 4.15 -7.72 2.09
H 5.21 -8.96 1.39
H 3.44 -9.15 1.29
Cl -6.43 1.54 -3.53